No. 1
70
Properties=species:S:1:pos:R:3 method="wB97M-V/def2-TZVPD" total_charge=+1 e_tot_ev=-37228.83060 lumo_ev=-2.987
O -0.500 1.836 -1.671
H -0.994 3.597 -0.777
H 0.332 0.073 -0.007
H -1.132 2.070 1.868
H -1.166 5.795 -1.780
H -3.190 3.328 -1.595
H 1.615 -7.652 -0.877
H -0.915 -4.967 -4.424
H 0.621 1.724 1.889
H 0.654 4.495 1.961
C -2.193 1.384 6.660
C -0.714 -2.427 -2.916
C -2.428 4.587 -3.156
H 0.769 4.457 -2.057
H 1.237 -5.981 -4.621
H 0.314 -3.707 -4.696
C 0.964 3.917 2.844
H 3.376 -3.832 -2.001
C -1.108 5.321 -2.764
O 2.280 -4.907 -3.289
H 0.691 1.703 7.212
C 2.258 -5.185 -0.820
H 1.210 4.612 3.644
C 1.176 0.416 -0.605
O -1.008 1.925 6.106
H -2.278 1.646 7.718
H 0.690 -6.213 -2.978
H 1.363 -0.261 -1.440
H 1.675 -3.433 -1.955
N -0.974 3.129 -1.696
C 2.373 -4.268 -2.024
H 2.091 0.528 -0.023
H -3.038 1.813 6.121
H 1.581 1.955 -2.023
H -2.250 4.267 -4.179
C -0.257 1.914 2.518
C 0.159 1.177 6.410
H -0.094 0.172 6.761
H 1.861 3.335 2.606
H -0.082 3.656 -3.497
O 0.604 0.254 4.146
C 1.029 -5.456 -3.686
C -0.061 -4.443 -3.978
H -0.104 -7.428 -0.534
H 2.493 -4.605 0.082
H 2.989 -5.994 -0.913
C -0.511 0.700 3.395
O -0.091 3.092 3.285
H -0.754 -0.133 2.728
C -0.155 4.102 -2.501
H -2.085 0.760 -4.970
H -2.232 0.297 6.539
C -2.371 1.377 -4.154
H 0.115 -1.952 -3.455
O -0.524 -3.813 -2.790
H -0.762 -1.997 -1.915
H 1.375 2.056 4.847
H 1.080 -7.175 0.766
C 0.895 -7.057 -0.306
C 0.869 1.798 -1.210
H -1.383 0.847 4.032
O 0.943 -5.692 -0.673
C 1.081 1.071 5.212
H 1.012 2.542 -0.416
H 1.999 0.586 5.552
C -2.478 2.177 -3.279
H -1.658 -2.217 -3.434
H -3.318 5.176 -2.964
C -2.357 3.266 -2.293
H -0.609 5.863 -3.563



No. 2
118
Properties=species:S:1:pos:R:3 method="wB97M-V/def2-TZVPD" total_charge=-2 e_tot_ev=-80110.21788 lumo_ev=3.813
C -0.130 2.550 -5.627
C -2.050 0.598 2.547
C -0.679 -5.361 -0.744
H 5.170 -3.289 -0.961
H -6.925 -6.321 0.193
H -1.638 -7.293 -0.368
H -0.543 -5.831 1.380
C -1.029 -6.803 -1.132
C 3.587 -1.961 -0.385
C -5.186 3.087 -4.321
H -2.326 -0.528 -1.809
N 6.529 -1.536 2.344
H -6.773 -6.237 -2.317
C -4.357 -4.229 -0.837
N -0.586 0.449 2.497
H -2.657 3.550 -5.121
H -5.934 -5.232 1.186
H -3.877 -0.123 1.639
H 0.417 -4.429 0.883
C 4.415 -3.067 -0.217
H -0.287 0.187 4.590
C -6.868 -3.886 -0.995
N -2.411 0.171 0.135
H -0.107 -7.380 -1.241
C -6.428 2.699 -3.517
C -2.780 -0.209 1.477
H -2.306 1.658 2.467
H 0.637 5.139 -5.168
C -2.661 3.122 -4.121
N 2.644 -1.633 0.489
H -6.215 4.772 -5.248
C -3.859 2.298 -2.261
K 0.236 -0.166 -0.369
O -0.317 1.994 -1.601
C -1.436 2.909 -3.509
H -2.106 2.204 0.452
O -0.645 -2.558 -0.102
H 1.321 2.010 -3.378
H -3.939 -0.474 -1.146
C -2.750 1.571 -0.162
H -5.644 -5.119 -3.109
H 0.760 2.836 -6.198
H -0.569 -1.299 3.649
H 1.176 1.568 2.363
H -1.134 5.091 -5.168
C 2.498 -2.401 1.567
C -0.179 3.318 -4.294
H -4.784 2.066 -1.742
C -2.673 2.052 -1.588
C -5.191 2.264 -5.618
C 5.788 -0.668 2.543
H -5.178 -6.577 0.334
C -4.177 -2.853 -0.802
H -0.187 2.241 1.478
H 2.568 0.370 -1.101
C -3.896 2.829 -3.545
H -4.450 4.902 -5.280
C -1.929 -4.478 -0.656
C -1.398 2.312 -2.197
H -7.826 -4.409 -1.060
H 3.968 -1.638 -2.467
C -5.724 -4.901 -0.950
H -3.306 -6.082 -0.901
H -1.568 -6.844 -2.082
H -4.337 2.516 -6.247
H 1.214 3.589 -2.632
H -0.243 -4.811 -2.803
H -1.924 -3.876 2.094
H -2.421 0.275 3.528
C 0.256 -4.806 -1.830
H -5.317 5.185 -3.773
H -5.130 1.198 -5.390
O -1.372 -3.258 2.587
C 4.264 -3.850 0.912
H 4.908 -4.703 1.081
H -0.125 2.393 3.252
H 0.966 -6.064 0.482
H 1.962 3.428 -4.235
H -7.329 2.894 -4.106
C -5.300 4.576 -4.678
H 3.115 -4.085 2.730
C -0.242 4.827 -4.596
C -5.956 -5.815 0.263
H -3.793 1.739 0.175
H -6.106 2.446 -6.193
H -5.028 -6.522 -2.235
O 2.651 -0.238 -1.849
H 4.661 -0.420 -1.387
H -5.035 -2.199 -0.908
H -1.007 2.746 -6.247
C 4.904 0.393 2.795
H -0.083 1.476 -5.439
H -0.263 5.394 -3.663
C 1.157 3.065 -3.584
C -3.200 -5.008 -0.803
C 3.775 -1.041 -1.574
C -0.095 -0.319 3.626
H 0.985 -0.451 3.537
C -2.896 -0.743 -0.896
H -6.785 -3.229 -1.863
C -1.774 -3.058 -0.459
C 4.094 0.900 1.765
H -6.500 3.273 -2.591
C 3.280 -3.511 1.828
N 4.882 1.528 5.095
C 0.098 1.729 2.399
H -0.846 -2.844 1.868
H 1.155 -5.428 -1.902
C 0.086 -5.420 0.585
C 4.889 1.017 4.056
N 3.435 1.316 0.909
C -5.797 -5.748 -2.230
H 1.704 -2.120 2.250
H -6.417 1.639 -3.257
C -2.934 -2.244 -0.660
H 0.552 -3.787 -1.588
H -6.882 -3.263 -0.099
H -2.531 -1.261 1.619



No. 3
93
Properties=species:S:1:pos:R:3 method="wB97M-V/def2-TZVPD" total_charge=-1 relative_energy_kcal_mol=9.3 e_tot_ev=-99499.34335 lumo_ev=2.370
S 3.922 -0.572 1.432
H -2.713 -0.536 0.955
H 1.309 -0.141 -3.087
H 6.154 -1.403 0.929
H 2.193 2.855 -3.142
C -0.618 -1.012 4.358
H -5.466 0.804 -1.487
H -4.353 -2.218 -2.457
C 2.168 -3.262 -0.821
H -0.545 -3.699 -3.032
C -1.571 -3.465 -2.744
N 5.136 -4.809 -1.748
H -0.408 -0.564 -3.272
C 4.111 -4.645 -1.241
H -4.788 0.568 -3.114
H -5.193 -1.785 -0.967
H -4.143 1.838 -2.075
H 1.424 -0.628 4.984
C -4.547 0.825 -2.081
C 0.375 0.139 -3.585
N 1.837 -6.247 0.884
H 3.328 -2.871 1.785
H 1.084 -2.328 4.651
C -0.075 -0.572 1.758
H -1.888 -2.324 5.536
N 1.570 -2.292 -1.036
H -3.183 3.573 0.057
H -2.200 -4.339 -2.936
C -4.202 -1.921 -1.416
H -2.558 -1.892 3.953
H 4.881 4.135 1.676
C -0.328 -0.764 2.934
H -2.803 4.544 -1.360
C -0.248 3.255 1.398
H -0.142 -4.856 -0.488
H -0.409 4.152 2.002
C 5.220 -1.248 0.388
Si -0.712 3.547 -0.419
H -0.828 2.439 1.834
H -4.397 0.023 0.731
H -0.085 5.513 -1.835
H -2.498 5.181 0.261
C -1.560 2.281 -4.413
H 2.638 4.037 0.599
C 3.489 -2.004 2.426
C -2.463 4.280 -0.357
C -3.421 -2.996 -0.665
H 0.484 -1.585 6.144
H -1.246 -3.069 4.059
C 0.675 -1.414 5.081
H 0.795 2.954 1.517
H -1.409 0.083 6.057
C 1.310 3.010 -3.759
H 4.111 2.587 2.065
C 2.308 -5.439 0.206
C 4.528 3.190 1.263
H -0.475 1.079 4.923
H 1.365 4.652 -1.376
H 4.243 -2.239 3.178
H -3.811 -3.991 -0.905
H 3.891 4.071 -0.627
H -3.551 -2.854 0.412
C -0.617 2.067 -1.456
C -3.371 0.100 0.359
C 2.869 -4.442 -0.612
H 4.913 -2.188 -0.062
C 0.392 4.977 -1.013
H 5.377 2.647 0.852
H -1.909 -2.637 -3.369
H -3.020 1.122 0.501
H -1.625 1.621 -1.431
P -3.280 -0.327 -1.422
Ca 0.337 -0.146 -0.527
H -2.104 0.562 4.497
H 1.067 4.073 -3.745
P -1.596 -2.971 -0.977
C -1.144 -4.551 -0.174
C -1.642 -2.147 4.486
Si -0.141 1.937 -3.200
H 0.547 5.692 -0.202
C 2.934 2.259 -0.396
H 5.390 -0.528 -0.410
H 1.573 2.742 -4.785
H -1.242 2.184 -5.454
H 0.527 -0.034 -4.652
H -1.961 3.286 -4.273
H -1.845 -5.352 -0.426
C -1.186 0.258 5.001
H -2.376 1.576 -4.247
N 2.508 1.306 -0.867
H -1.113 -4.428 0.908
C 3.482 3.476 0.194
H 2.543 -1.768 2.911



No. 4
39
Properties=species:S:1:pos:R:3 method="wB97M-V/def2-TZVPD" relative_energy_kcal_mol=0.0 smiles="O=C(CNC(=O)c1ccco1)NCC(=O)OCc1ccc(Cl)cc1" e_tot_ev=-42576.45159 lumo_ev=0.442
H -2.683 1.975 -6.057
H 1.866 0.832 0.723
H -5.104 1.467 -4.922
H 4.282 -1.373 3.468
N -3.269 0.826 -0.611
C 2.831 0.454 1.026
C 1.723 -0.562 3.034
C -2.709 1.330 -2.857
O -4.024 1.243 -3.180
H -3.973 0.801 1.343
H -1.341 -2.964 1.363
C -2.898 1.745 -5.034
C 5.306 -0.528 1.798
Cl 6.570 0.535 -0.333
H 1.918 -1.385 3.729
H 3.851 1.282 -0.665
C -0.660 -2.300 0.816
H -0.913 1.769 -4.011
C -2.271 1.101 -1.477
O -3.173 -1.564 1.830
N -1.367 -1.077 0.552
C -2.546 -0.796 1.133
H 6.272 -0.910 2.090
C 0.583 -2.094 1.671
H -4.203 0.703 -0.970
C 2.945 -0.290 2.195
H -0.895 -0.342 0.032
C 3.941 0.707 0.243
C -4.123 1.495 -4.491
C -3.044 0.623 0.802
H -0.360 -2.796 -0.112
C 4.187 -0.782 2.570
H -2.279 1.333 1.133
H 1.425 0.331 3.590
C -1.974 1.639 -3.974
O 0.589 -0.883 2.228
O -1.094 1.160 -1.143
O 1.439 -2.922 1.827
C 5.176 0.217 0.637



No. 5
22
Properties=species:S:1:pos:R:3 method="wB97M-V/def2-TZVPD" relative_energy_kcal_mol=72.7 e_tot_ev=-19224.14523 lumo_ev=-0.773
H -0.003 -1.424 -0.439
C 0.723 0.734 0.485
H -0.151 1.197 -1.447
H 0.668 -0.695 2.883
H -1.247 1.320 0.441
N 1.412 2.011 0.681
H -1.268 -1.086 -2.922
H 1.584 0.617 -1.554
H 1.092 2.574 1.444
C 0.611 0.450 -1.067
C -1.361 -0.560 1.477
H 1.278 -0.165 0.896
C -0.221 -1.433 -2.580
C -0.696 0.777 1.203
H 2.446 2.030 0.757
H -0.648 1.325 2.194
H -0.428 -2.487 -2.414
S -0.370 -1.949 1.844
H -2.160 -0.459 2.221
N 0.239 -0.919 -1.276
H -1.932 -0.756 0.598
H 0.431 -1.100 -3.425



No. 6
37
Properties=species:S:1:pos:R:3 method="wB97M-V/def2-TZVPD" s_squared=2.005 total_charge=+2 relative_energy_kcal_mol=0.0 spin_multiplicity=3 e_tot_ev=-74546.41221 lumo_ev="-5.811 / -6.997"
H -0.544 -0.339 -4.577
H 4.707 -0.739 1.509
N 1.561 1.725 -2.441
H 0.570 0.466 2.303
C 2.901 -1.223 -0.477
H 3.913 -3.016 -0.416
C -2.413 0.452 3.974
H -4.376 0.266 3.119
H 4.889 -1.629 -0.875
H -2.791 0.524 4.984
C -2.434 -0.162 -1.938
C -3.480 -0.509 -2.736
N -3.343 0.066 0.403
Ni 0.345 0.421 -1.247
H 5.487 -2.321 1.423
N -1.165 0.179 0.068
C 4.551 -1.790 1.271
H 2.105 2.396 -0.579
N 1.949 -0.617 -0.675
C -2.773 0.223 1.657
C -1.391 0.301 1.426
C -1.028 0.506 3.756
N -1.228 -0.067 -2.603
S -2.956 -0.714 -4.346
H -4.514 -0.655 -2.463
C 4.105 -1.964 -0.192
C -0.496 0.434 2.487
H 0.804 3.187 -1.203
N 1.270 2.288 -1.143
H -0.368 0.597 4.608
H 3.808 -2.199 1.954
H 2.555 1.662 -2.625
C -2.355 0.045 -0.505
C -3.311 0.308 2.934
H 1.138 2.274 -3.180
C -1.362 -0.341 -3.871
H -4.328 -0.037 0.218